*i*
Computed, not measured: a gas-phase ion, C3H8N3 (charge +1), with wB97M-V/def2-TZVPD.

Values from the calculation:
highest occupied orbital energy	-14.2	eV
Kohn-Sham gap	10.309	eV
SMILES string	[H]/N=C1/CC[NH2+]N1
charge	+1

```
14
C3H8N3, DFT wB97M-V/def2-TZVPD
N 0.8316 -0.9536 2.0523
N -0.9972 -0.4518 0.5331
N -1.1194 0.2482 -0.7195
C 1.1458 0.4273 0.0350
C 0.3751 -0.4785 0.9867
C 0.2925 0.3348 -1.2759
H -1.4694 1.2674 -0.5434
H 1.2497 1.4630 0.4068
H 0.2504 1.0792 -2.0244
H -1.7365 -0.2193 -1.4286
H -1.8291 -0.9325 0.9621
H 0.2192 -1.2682 2.8591
H 0.5771 -0.6440 -1.4916
H 2.2103 0.1280 -0.3517
```


*ii*
Computed, not measured: a gas-phase ion, C3H8N3 (charge +1), with wB97M-V/def2-TZVPD.

Values from the calculation:
highest occupied orbital energy	-14.6	eV
Kohn-Sham gap	10.303	eV
SMILES string	NC/C=N\C=[NH2+]
charge	+1

```
14
C3H8N3, DFT wB97M-V/def2-TZVPD
N 0.3945 -1.3693 -0.0258
N 2.1232 0.0223 0.3215
N -0.4849 1.1082 -0.2041
C 1.1426 -0.3535 -0.4352
C -1.4731 0.0741 0.2397
C -0.8538 -1.2725 0.0722
H 2.7261 0.7055 0.0435
H -1.3189 -2.1481 0.3094
H -1.7632 0.1182 1.2564
H 1.9893 -0.1997 1.2777
H -0.5243 1.2147 -1.2032
H -2.3404 0.1684 -0.5063
H -0.5114 1.8952 0.4283
H 0.8943 0.0363 -1.5743
```


Q: Which of them is the most stable? A: *ii*.


*i*
Computed, not measured: 2 unconnected molecules or ions with the total composition CH4Br2Si, with wB97M-V/def2-TZVPD.

Values from the calculation:
highest occupied orbital energy (spin up / spin down)	-10.4 / -8.5	eV
Kohn-Sham gap (spin up / spin down)	9.355 / 4.770	eV
charge	0

```
8
CH4Br2Si, DFT wB97M-V/def2-TZVPD
Br 0.8132 -2.4479 -0.5617
Br 2.9660 1.7707 -0.1139
Si -1.0152 0.3684 -0.1140
C 0.2524 -0.8769 0.1820
H -2.1762 -0.2602 0.4565
H -1.3242 0.5434 -1.5445
H 1.0333 -0.3408 0.8359
H -0.5493 1.2433 0.8594
```


*ii*
Computed, not measured: a molecular structure, CH4Br2Si, with wB97M-V/def2-TZVPD.

Values from the calculation:
highest occupied orbital energy	-9.5	eV
Kohn-Sham gap	9.602	eV
charge	0

```
8
CH4Br2Si, DFT wB97M-V/def2-TZVPD
Br 1.5316 -0.3120 -1.7480
Br 1.9427 -0.6533 1.3733
Si -0.7871 0.6796 0.1707
C 0.7505 -0.4887 0.0039
H -1.4416 -0.0041 -0.8816
H -1.6062 0.7297 1.3753
H -0.3949 1.9931 -0.2267
H 0.0050 -1.9443 -0.0670
```


Q: Which of them is the most stable? A: *ii*.


*i*
Computed, not measured: 2 unconnected molecules or ions with the total composition CH4Br2Si, with wB97M-V/def2-TZVPD.

Values from the calculation:
highest occupied orbital energy (spin up / spin down)	-9.7 / -9.7	eV
Kohn-Sham gap (spin up / spin down)	7.759 / 7.756	eV
charge	0

```
8
CH4Br2Si, DFT wB97M-V/def2-TZVPD
Br 2.2546 1.7431 0.1146
Br 1.5697 -1.8042 0.1428
Si -1.0149 0.0348 0.4568
C 0.5848 -0.2294 -0.5222
H 0.8771 -0.1240 -1.5873
H -0.7054 -0.4448 1.7733
H -2.0275 -0.5591 -0.4604
H -1.5383 1.3836 0.0824
```


*ii*
Computed, not measured: a molecular structure, CH4Br2Si, with wB97M-V/def2-TZVPD.

Values from the calculation:
highest occupied orbital energy	-9.8	eV
Kohn-Sham gap	10.092	eV
charge	0

```
8
CH4Br2Si, DFT wB97M-V/def2-TZVPD
Br -0.1081 -2.6539 1.2303
Br 1.5542 -2.1036 -1.3671
Si 0.2943 0.2693 0.2359
C 0.0585 -1.5862 -0.2206
H -1.0134 -1.6076 -1.1208
H 1.7885 0.2811 0.6133
H -0.4985 1.0606 1.1704
H 0.1014 0.6729 -1.1088
```


Q: Which of them is the most stable? A: *ii*.


*i*
Computed, not measured: C6H13N in the gas phase, with wB97M-V/def2-TZVPD.

Values from the calculation:
highest occupied orbital energy	-9.3	eV
Kohn-Sham gap	10.445	eV
SMILES string	CCCC/C=C/N
charge	0

```
20
C6H13N, DFT wB97M-V/def2-TZVPD
N -2.4830 -1.4555 0.8478
C 0.5948 2.2199 -1.4444
C -1.0426 -1.3881 0.8711
C -0.3150 -1.1615 -0.2041
C 1.1567 -0.8558 -0.1833
C 0.5273 1.6972 0.0061
C 1.5708 0.5889 0.2191
H 1.5700 -1.5140 0.5793
H 1.6055 -1.1595 -1.1280
H -0.2125 2.9060 -1.6739
H 0.7378 2.5529 0.6419
H -0.5962 -1.5624 1.8538
H -2.8199 -0.6928 1.3744
H 2.4791 0.8208 -0.3473
H -2.7433 -2.2693 1.3985
H -0.9371 -0.8254 -1.0374
H 1.9004 0.5944 1.2602
H 1.5191 2.7894 -1.5662
H -0.4337 1.2113 0.1299
H 0.7421 1.3971 -2.1446
```


*ii*
Computed, not measured: C6H13N in the gas phase, with wB97M-V/def2-TZVPD.

Values from the calculation:
highest occupied orbital energy	-7.6	eV
Kohn-Sham gap	8.667	eV
SMILES string	CC/C(C)=C(/C)N
charge	0

```
20
C6H13N, DFT wB97M-V/def2-TZVPD
N -1.8621 0.6884 0.7554
C 1.5809 0.2898 -0.8045
C 0.3655 0.0808 0.0535
C 0.4104 -1.1564 0.9299
C 0.2349 -2.4601 0.1293
C -0.6583 0.9439 0.0486
C -0.6413 2.3757 -0.4381
H 1.5283 1.1807 -1.4252
H -1.2867 2.4233 -1.3189
H 0.5872 -3.3156 0.7071
H 1.3569 -1.1138 1.4683
H 1.6666 -0.5453 -1.5062
H 0.7772 -2.4444 -0.8151
H -2.6857 1.0839 0.3250
H -0.4109 -1.1268 1.6450
H -1.0122 3.0354 0.3381
H 0.3517 2.6718 -0.7640
H -0.8128 -2.6343 -0.0961
H -1.9931 -0.2782 1.0090
H 2.5034 0.3012 -0.2410
```


Q: Which of them is the most stable? A: *ii*.


*i*
Computed, not measured: C6H13N in the gas phase, with wB97M-V/def2-TZVPD.

Values from the calculation:
highest occupied orbital energy	-6.3	eV
Kohn-Sham gap	7.354	eV
charge	0

```
20
C6H13N, DFT wB97M-V/def2-TZVPD
N -0.9987 0.8184 -0.4716
C -1.8851 0.4344 0.4479
C -1.6071 -0.4574 1.6152
C 0.4468 0.7818 -0.1612
C 2.6159 -0.4617 -0.1493
C 1.0973 -0.5939 -0.2757
C -1.3071 1.2597 -1.7028
H 0.9272 1.4588 -0.8720
H 2.8932 0.0524 0.7793
H -0.6028 1.9037 -2.2096
H 3.1038 -1.4411 -0.1427
H -2.3921 -0.3091 2.3645
H 0.7163 -1.2637 0.5030
H 0.8292 -1.0362 -1.2418
H -2.3532 1.2522 -1.9834
H 0.5859 1.1963 0.8418
H -1.6198 -1.5300 1.3558
H -0.6515 -0.2561 2.1132
H 3.0339 0.1141 -0.9834
H -2.9176 0.6204 0.1709
```


*ii*
Computed, not measured: C6H13N in the gas phase, with wB97M-V/def2-TZVPD.

Values from the calculation:
highest occupied orbital energy	-7.7	eV
Kohn-Sham gap	8.708	eV
SMILES string	CCC/C(C)=C/N
charge	0

```
20
C6H13N, DFT wB97M-V/def2-TZVPD
N 2.5042 -2.2048 -0.4249
C 0.7630 -0.6357 1.5134
C -0.5706 0.0280 -0.6208
C 0.5782 -0.7154 0.0323
C 1.2581 -1.6114 -0.6919
C -1.1101 1.2033 0.1933
C -2.1277 2.0850 -0.5382
H -0.3226 0.4145 -1.6141
H -1.3870 -0.6838 -0.8149
H -2.9843 1.4964 -0.8556
H 2.9343 -1.7469 0.3652
H 0.0573 -1.2482 2.0798
H -1.6775 2.7328 -1.2838
H 3.0966 -2.2234 -1.2383
H -1.4976 0.8496 1.1496
H 1.7401 -0.9752 1.8820
H -2.5618 2.7322 0.2267
H 0.6622 0.3552 1.9592
H -0.2551 1.8622 0.3931
H 0.9000 -1.7141 -1.7122
```


*iii*
Computed, not measured: a molecular structure, C6H13N, with wB97M-V/def2-TZVPD.

Values from the calculation:
highest occupied orbital energy	-8.6	eV
Kohn-Sham gap	9.448	eV
charge	0

```
20
C6H13N, DFT wB97M-V/def2-TZVPD
N -1.4411 0.0486 -0.4313
C 1.1708 -0.2312 -0.7931
C -1.0620 0.7820 0.8271
C -0.0779 0.4939 -1.0178
C -0.2892 1.8194 -0.1077
C 1.6153 -0.5707 0.6743
C -1.6362 -1.3567 -0.1056
H 1.3543 -1.1410 -1.6384
H 0.9119 2.2716 0.1220
H -2.5234 -1.5240 0.4805
H 1.0449 0.3988 1.3992
H 1.9303 0.5692 -1.0300
H -1.7570 -1.9356 -1.0811
H -0.1121 0.5796 -2.2006
H 3.0603 -0.3979 0.7122
H -0.6327 -1.9480 0.2734
H 1.3301 -1.8669 1.1678
H -0.1651 0.1143 1.5133
H -1.0535 2.5450 -0.5867
H -1.6676 1.3493 1.8222
```


Q: Which of them is the most stable? A: *ii*.


*i*
Computed, not measured: 2 unconnected molecules or ions with the total composition C6H13N, with wB97M-V/def2-TZVPD.

Values from the calculation:
highest occupied orbital energy	-9.8	eV
Kohn-Sham gap	10.968	eV
SMILES string	C=NCCC.C=C
charge	0

```
20
C6H13N, DFT wB97M-V/def2-TZVPD
N -0.6555 0.1045 -1.2547
C 1.3612 -0.1751 0.1037
C -2.2116 -0.0521 1.9000
C 0.7918 0.1995 -1.2633
C -1.3231 1.1339 -1.5563
C 2.8866 -0.2156 0.0914
C -2.4232 -1.1684 1.2117
H -2.4133 1.0879 -1.5343
H 0.9525 -1.1486 0.3996
H -0.8635 2.0911 -1.8454
H 3.2848 -0.4915 1.0728
H 1.1625 -0.5145 -2.0105
H 1.0072 0.5480 0.8503
H -3.1338 -1.9198 1.5492
H -1.4992 0.6940 1.5528
H 1.1425 1.2044 -1.5602
H -1.8922 -1.3538 0.2804
H 3.2531 -0.9494 -0.6364
H -2.7344 0.1654 2.8287
H 3.3076 0.7599 -0.1795
```


*ii*
Computed, not measured: C6H13N in the gas phase, with wB97M-V/def2-TZVPD.

Values from the calculation:
highest occupied orbital energy	-8.8	eV
Kohn-Sham gap	9.850	eV
SMILES string	C[C@H]1N(C)C1(C)C
charge	0

```
20
C6H13N, DFT wB97M-V/def2-TZVPD
N -0.7858 -0.4624 -0.4678
C -0.6139 0.4155 0.6702
C -1.2837 1.7663 0.6233
C 1.6174 -0.8814 0.4430
C 0.5603 0.0180 -0.1663
C 1.1526 0.9740 -1.1939
C -1.1954 -1.8324 -0.2362
H 2.4028 -0.2520 0.8779
H 2.1477 0.6420 -1.5108
H 1.2396 -1.5383 1.2303
H -0.8219 2.4675 1.3284
H -0.6446 -0.0680 1.6540
H 1.2656 1.9850 -0.7910
H -0.8164 -2.2761 0.6982
H 2.0861 -1.4983 -0.3336
H -0.8772 -2.4597 -1.0755
H -2.2905 -1.8573 -0.1988
H -2.3438 1.6717 0.8856
H -1.2249 2.1884 -0.3838
H 0.5166 1.0206 -2.0788
```


Q: Which of them is the most stable? A: *ii*.


*i*
Computed, not measured: 2 unconnected molecules or ions with the total composition C6H13N, with wB97M-V/def2-TZVPD.

Values from the calculation:
highest occupied orbital energy	-7.2	eV
Kohn-Sham gap	8.057	eV
charge	0

```
20
C6H13N, DFT wB97M-V/def2-TZVPD
N 0.7200 0.3855 -0.6698
C -1.0876 -2.4568 1.1546
C -0.2688 -0.5194 -1.3673
C 0.6477 1.1746 0.5334
C 1.4839 1.6150 -0.6375
C 1.1133 -0.9769 -0.9742
C -0.6867 1.8187 0.7931
H -0.2661 -2.2950 1.8613
H -0.5833 2.6537 1.4928
H -1.0961 -1.6795 0.3787
H -1.1102 2.1936 -0.1439
H 1.1728 0.7538 1.3900
H -1.3887 1.0868 1.2028
H 1.9475 -1.0103 -1.6813
H -0.9519 -3.4265 0.6662
H -2.0369 -2.4541 1.6965
H 1.2597 -1.6163 -0.0990
H 2.5626 1.4905 -0.5787
H 1.1305 2.4325 -1.2599
H -0.2833 -0.2494 -2.4292
```


*ii*
Computed, not measured: C6H13N in the gas phase, with wB97M-V/def2-TZVPD.

Values from the calculation:
highest occupied orbital energy	-7.9	eV
Kohn-Sham gap	8.358	eV
SMILES string	[H]/N=C(/C)C(C)(C)C
charge	0

```
20
C6H13N, DFT wB97M-V/def2-TZVPD
N -0.7726 1.0846 -1.7067
C 0.6771 -1.2829 -1.2373
C -0.8717 -1.1442 0.7352
C -0.6642 1.9463 0.5580
C 1.4502 -0.1072 0.8439
C 0.2416 -0.4793 -0.0114
C -0.6787 0.7879 -0.4320
H -1.4937 2.6177 0.3239
H 1.1667 0.3514 1.7946
H 1.3187 -0.6814 -1.8862
H -0.7691 1.5882 1.5838
H -0.1788 -1.6130 -1.8310
H -1.7683 -0.3130 0.2101
H 2.0359 -1.0014 1.0785
H 2.0927 0.5992 0.3097
H -0.9626 -0.8846 1.7900
H 1.2280 -2.1772 -0.9262
H 0.2683 2.5064 0.4654
H -0.9837 -2.2153 0.5727
H -1.3358 0.4180 -2.2349
```


*iii*
Computed, not measured: C6H13N in the gas phase, with wB97M-V/def2-TZVPD.

Values from the calculation:
highest occupied orbital energy	-7.8	eV
Kohn-Sham gap	8.824	eV
SMILES string	CCC(=CN)CC
charge	0

```
20
C6H13N, DFT wB97M-V/def2-TZVPD
N -1.2291 -1.8817 -0.7563
C -0.1585 0.1773 -0.2329
C -1.1434 -0.4838 -0.8408
C 1.5164 2.1320 -0.5407
C 0.7601 -0.4951 0.7392
C 0.0889 -0.9585 2.0555
C 0.0638 1.6394 -0.5364
H 0.7112 -0.6767 2.9091
H -0.8679 -0.4586 2.1748
H -2.1119 -2.3477 -0.8601
H 1.3314 -1.3219 0.3070
H 1.8466 2.3432 0.4702
H -1.9203 0.0339 -1.3955
H 1.5725 0.1525 1.0576
H 2.1528 1.3415 -0.9506
H -0.1222 -2.0281 2.1303
H -0.4796 2.2931 0.1659
H -0.4496 1.9140 -1.4616
H -0.4293 -2.4171 -1.0431
H 1.6252 2.9945 -1.1991
```


*iv*
Computed, not measured: C6H13N in the gas phase, with wB97M-V/def2-TZVPD.

Values from the calculation:
highest occupied orbital energy	-8.6	eV
Kohn-Sham gap	9.601	eV
SMILES string	C=CCCCCN
charge	0

```
20
C6H13N, DFT wB97M-V/def2-TZVPD
N 0.2734 -1.8402 2.2851
C -1.0239 1.7947 -1.2309
C -0.2894 -0.6635 -0.5172
C -1.0695 0.6334 -0.2306
C 1.0280 -0.7361 1.7174
C -0.1620 1.9183 -2.3144
C 1.1419 -0.8977 0.2362
H -1.5149 2.8112 -1.1264
H 1.4376 -1.8733 -0.1109
H 1.7472 -0.0199 -0.3190
H 1.9085 -0.6933 2.3307
H 0.9032 1.6688 -2.0892
H -0.6413 1.0227 0.6585
H -0.6100 2.4969 -3.1911
H -2.1950 0.5336 -0.2192
H 0.0386 -0.7258 -1.6445
H -1.0272 -1.5587 -0.1636
H 0.5678 0.1849 1.8775
H 0.0771 -2.5893 1.5315
H -0.5902 -1.4668 2.5197
```


Q: Which of them is the most stable? A: *iii*.


*i*
Computed, not measured: 2 unconnected molecules or ions with the total composition C6H12N2, with wB97M-V/def2-TZVPD.

Values from the calculation:
highest occupied orbital energy	-8.3	eV
Kohn-Sham gap	9.223	eV
SMILES string	Cc1c[nH]cn1.CC
charge	0

```
20
C6H12N2, DFT wB97M-V/def2-TZVPD
N -0.2572 0.1341 2.2004
N 1.0822 1.7719 1.4344
C -2.2424 -2.2096 -2.4175
C 0.0799 1.4901 2.3204
C 1.1094 0.6718 0.5455
C -1.2227 -1.1831 -2.8419
C 1.9190 0.7371 -0.7058
C 0.3328 -0.4087 0.9975
H 0.2167 -1.2877 0.4730
H -2.4513 -2.3104 -1.4705
H 1.0293 0.4782 -1.3917
H 2.3913 1.6776 -0.9088
H -0.5807 2.0212 3.0155
H -0.7423 -0.3383 2.8405
H -1.5618 -0.2714 -2.4749
H -1.2605 -1.1395 -4.0428
H 2.5473 -0.2510 -0.7608
H -1.9645 -3.0941 -2.8526
H -0.0904 -1.3267 -2.4099
H -3.1634 -2.0855 -2.8498
```


*ii*
Computed, not measured: 2 unconnected molecules or ions with the total composition C6H12N2, with wB97M-V/def2-TZVPD.

Values from the calculation:
highest occupied orbital energy	-8.5	eV
Kohn-Sham gap	9.416	eV
SMILES string	Cc1c[nH]cn1.CC
charge	0

```
20
C6H12N2, DFT wB97M-V/def2-TZVPD
N 1.2101 -1.9950 0.9127
N -0.6800 -1.8269 -0.1405
C -0.9300 2.5157 1.4104
C 1.5293 -1.6494 -0.3600
C 0.3195 -1.4190 -0.9920
C -0.1393 -2.1572 1.0180
C -0.1956 -0.7347 -2.2062
C -0.2633 1.7829 0.2329
H -1.7836 2.0881 1.9309
H 1.9155 -2.1368 1.6033
H 2.5322 -1.3343 -0.5891
H -0.6602 -2.4544 1.9083
H -1.4337 3.4253 1.0654
H -0.0921 2.7339 2.0730
H 0.3368 0.1995 -2.4349
H 0.1200 0.8304 0.5949
H 0.0001 -1.3058 -3.1201
H -1.0172 1.5251 -0.5200
H -1.2381 -0.4733 -2.0914
H 0.4698 2.3860 -0.2955
```


*iii*
Computed, not measured: 2 unconnected molecules or ions with the total composition C6H12N2, with wB97M-V/def2-TZVPD.

Values from the calculation:
highest occupied orbital energy	-8.5	eV
Kohn-Sham gap	9.399	eV
SMILES string	Cc1c[nH]cn1.CC
charge	0

```
20
C6H12N2, DFT wB97M-V/def2-TZVPD
N 0.1075 2.4737 0.1908
N 1.7687 1.2924 1.0345
C -1.4071 -2.0597 -0.1804
C -0.5343 1.3016 -1.8387
C 1.3862 0.7107 -0.1386
C 0.9261 2.4171 1.1853
C 0.3474 1.4224 -0.6553
C -0.3555 -2.3117 0.9471
H -1.5672 1.3685 -1.4642
H -1.9844 -1.2028 0.1736
H -0.6227 2.1558 -2.5186
H -0.0610 -1.3264 1.3219
H 1.9437 -0.1503 -0.4731
H -0.6771 -2.8108 1.8544
H -0.4012 0.3982 -2.4264
H 0.4797 -2.8848 0.5440
H -0.9263 -1.9193 -1.1338
H 1.1429 2.9522 2.0918
H 2.5840 1.0242 1.5517
H -2.1495 -2.8509 -0.0660
```


Q: Which of them is the most stable? A: *ii*.